Record 1
ORCA calculation (ωB97M-V/def2-TZVPD) on 2 unconnected molecules or ions with the total composition CH2NOPS in a non-equilibrium geometry.

## Properties
Frontier orbital gap (spin up / spin down) ... 7.9 / 5.5 eV
ΔE to the lowest compared entry with this formula, charge and spin ... 7.0 kcal per mole
Charge ... 0

Atoms and positions in Å:
C: -0.48606 1.35809 0.85716
N: 0.39014 -1.04008 -0.59525
O: 0.44607 2.05483 0.85997
P: -1.87836 0.55050 0.67683
S: 1.97951 -0.85261 -0.45532
H: -0.41461 -0.42930 -0.05385
H: -0.03669 -1.64143 -1.28954

---

Record 2
ORCA calculation (ωB97M-V/def2-TZVPD) on CH2O2 in the gas phase in a non-equilibrium geometry.

## Properties
Frontier orbital gap ... 11.8 eV
Structure (SMILES) ... O=CO
ΔE to the lowest compared entry with this formula, charge and spin ... 16.2 kcal per mole
Charge ... 0

Atoms and positions in Å:
O: -1.50502 -0.58898 -0.01096
C: -0.52957 0.07586 -0.08756
O: 0.73766 -0.64350 -0.05538
H: -0.25510 1.15763 0.01149
H: 1.55203 -0.00101 0.14241

---

Record 3
ORCA calculation (ωB97M-V/def2-TZVPD) on CH2O2S3 in the gas phase in a non-equilibrium geometry.

## Properties
Frontier orbital gap ... 9.4 eV
Structure (SMILES) ... O=S1(=O)S[C@H]1S
ΔE to the lowest compared entry with this formula, charge and spin ... 38.7 kcal per mole
Charge ... 0

Atoms and positions in Å:
O: 0.45315 -1.50620 -0.98592
S: -0.24835 -0.30546 -0.98035
O: -0.59057 0.32622 -2.17155
S: -1.70434 -0.27805 0.60799
C: -0.03694 0.72689 0.42071
S: 1.38327 0.22431 1.30290
H: -0.17418 1.69238 0.08809
H: 0.91797 -0.88008 1.71813